This record from the Open Molecules 2025 dataset describes a 2-piece molecular cluster, C15H18ClN2O4 overall at a distorted geometry. The level of theory is ωB97M-V/def2-TZVPD.

HOMO level	-1.515	eV
net charge	-1

CARTESIAN COORDINATES (ANGSTROEM)
C -2.23 -2.92 -0.09
C -3.14 -2.23 0.94
C -2.78 -0.71 1.11
C -1.97 -0.55 2.35
N -2.51 -0.67 3.57
C -1.50 -0.50 4.50
C -0.36 -0.29 3.83
N -0.67 -0.32 2.47
C 0.21 -0.14 1.30
Cl -0.26 1.28 0.39
C 1.71 -0.09 1.62
C 2.42 -1.24 0.88
H -1.41 -3.40 0.42
H -2.80 -3.72 -0.57
H -1.82 -2.24 -0.82
H -2.96 -2.72 1.89
H -4.19 -2.34 0.72
H -3.68 -0.12 1.21
H -2.22 -0.40 0.25
H -3.48 -0.84 3.75
H -1.62 -0.56 5.56
H 0.62 -0.14 4.22
H 0.03 -0.98 0.64
H 2.11 0.84 1.23
H 1.93 -0.14 2.68
H 1.89 -2.16 1.11
H 2.30 -1.05 -0.19
H 3.46 -1.31 1.16
C 1.30 1.96 -2.70
C 2.69 1.86 -2.72
C 3.37 2.47 -3.97
O 4.60 2.51 -4.07
C 2.52 2.97 -5.01
C 1.12 3.05 -4.99
C 0.45 2.53 -3.69
O -0.77 2.60 -3.51
O 0.39 3.48 -5.90
O 3.40 1.34 -1.82
H 0.79 1.56 -1.85
H 3.05 3.32 -5.89

This record from the Open Molecules 2025 dataset describes one molecule with the formula C15H18ClN3O6 at a distorted geometry. The level of theory is ωB97M-V/def2-TZVPD.

HOMO level	-9.689	eV
SMILES	CC(C)CNC(=O)COC(=O)CNC(=O)c1cc(Cl)cc([N+](=O)[O-])c1

CARTESIAN COORDINATES (ANGSTROEM)
C 6.50 -0.37 -2.46
H 6.02 0.21 -3.26
H 7.42 -0.72 -2.57
H 5.88 -1.39 -2.52
C 6.30 0.13 -1.33
C 6.90 -0.62 -0.09
H 6.38 -1.43 -0.10
H 6.74 -0.31 0.96
H 7.93 -1.04 -0.13
C 4.91 0.73 -0.95
N 4.09 -0.39 -0.79
C 3.13 -0.56 -1.85
O 2.75 0.33 -2.95
C 2.17 -1.67 -1.70
H 2.79 -2.71 -1.83
H 1.57 -1.61 -2.67
O 1.30 -1.61 -0.77
C 1.92 -2.07 0.46
O 2.91 -2.61 0.75
C 0.93 -2.03 1.70
N -0.38 -1.64 1.23
C -0.63 -0.23 1.82
O -0.18 0.28 2.74
C -1.92 0.34 1.15
C -3.02 0.54 2.02
C -4.21 1.33 1.33
C -4.37 1.31 -0.26
C -3.37 0.63 -0.71
C -2.11 0.24 -0.33
H -1.47 -0.20 -0.95
Cl -3.56 0.55 -2.47
H -5.23 1.57 -0.56
N -5.17 1.95 2.17
O -6.10 2.45 1.43
O -4.98 1.90 3.25
H -2.85 0.88 3.17
H -0.95 -2.12 0.47
H 0.80 -2.90 2.07
H 1.30 -1.51 2.50
H 4.27 -1.07 -0.20
H 4.62 1.62 -1.73
H 5.08 1.41 0.13
H 7.12 1.15 -1.20

This record from the Open Molecules 2025 dataset describes C15H18F16IN2O6S2 as an isolated structure at a distorted geometry. The level of theory is ωB97M-V/def2-TZVPD.

HOMO level	-5.925	eV
net charge	-1

CARTESIAN COORDINATES (ANGSTROEM)
C -2.72 0.07 -0.15
C -2.32 -0.78 -1.41
I -2.85 -2.88 -0.89
C -0.77 -0.77 -1.77
S 0.17 0.65 -1.09
O 1.41 0.75 -1.94
O -0.57 1.95 -1.27
N 0.52 0.41 0.54
S 1.63 -0.83 0.77
O 2.97 -0.31 1.22
O 1.86 -1.72 -0.41
C 1.11 -1.98 2.15
C -0.43 -1.93 2.43
N -0.94 -0.82 2.86
H -1.97 0.04 0.68
H -2.88 1.12 -0.51
H -3.71 -0.30 0.22
H -2.94 -0.56 -2.31
H -0.35 -1.77 -1.50
H -0.69 -0.69 -2.90
H 1.73 -1.82 3.06
H 1.33 -3.02 1.79
H -1.05 -2.84 2.26
H -1.94 -1.04 2.97
C -1.13 1.47 -6.80
C -2.01 1.94 -7.99
C -3.48 2.28 -7.70
F -4.18 1.27 -7.18
F -4.10 2.62 -8.86
F -1.91 1.03 -8.99
F -1.43 3.08 -8.47
O -0.93 0.06 -6.58
C -1.88 -0.69 -5.87
C -2.59 -1.74 -6.74
F -3.14 -1.21 -7.84
F -3.58 -2.33 -6.04
F -2.71 0.13 -5.22
F -1.19 -1.34 -4.91
H -0.13 1.83 -7.04
H -1.40 1.98 -5.88
H -3.55 3.14 -7.02
H -1.89 -2.52 -7.06
C 3.90 0.62 5.59
C 4.30 1.55 6.76
C 4.67 0.88 8.10
F 3.70 0.12 8.62
F 4.95 1.84 9.02
F 3.33 2.47 6.94
F 5.40 2.23 6.35
O 2.51 0.37 5.31
C 1.80 -0.61 6.02
C 0.70 -0.03 6.93
F 1.18 0.90 7.77
F 0.15 -1.01 7.69
F 2.66 -1.42 6.66
F 1.20 -1.37 5.09
H 4.23 1.15 4.69
H 4.47 -0.31 5.59
H 5.57 0.27 7.98
H -0.09 0.43 6.33

This record from the Open Molecules 2025 dataset describes one molecule with the formula C15H18N2O3S2. The level of theory is ωB97M-V/def2-TZVPD.

HOMO level	-8.255	eV
SMILES	CCc1ccc(NC(=O)CCNS(=O)(=O)c2cccs2)cc1

CARTESIAN COORDINATES (ANGSTROEM)
C 4.50 3.58 3.14
H 3.85 4.31 2.66
H 5.16 4.10 3.84
H 3.88 2.88 3.70
C 5.32 2.83 2.09
C 4.42 2.11 1.13
C 3.95 2.74 -0.01
C 3.09 2.09 -0.87
C 2.67 0.79 -0.61
C 3.14 0.15 0.53
C 4.00 0.81 1.39
H 4.35 0.30 2.28
H 2.82 -0.86 0.75
N 1.82 0.18 -1.54
C 1.18 -1.01 -1.45
O 1.31 -1.81 -0.54
C 0.28 -1.30 -2.65
H -0.22 -0.38 -2.96
H 0.90 -1.66 -3.48
C -0.77 -2.35 -2.30
N -1.44 -2.05 -1.04
S -2.09 -0.50 -1.00
O -2.75 -0.26 -2.24
O -1.11 0.46 -0.55
C -3.30 -0.71 0.27
C -4.63 -0.91 0.12
C -5.29 -1.08 1.36
C -4.43 -1.01 2.41
S -2.81 -0.72 1.92
H -4.66 -1.10 3.46
H -6.35 -1.25 1.46
H -5.11 -0.93 -0.84
H -0.78 -2.15 -0.28
H -1.55 -2.37 -3.07
H -0.32 -3.34 -2.20
H 1.55 0.78 -2.30
H 2.73 2.60 -1.76
H 4.26 3.75 -0.23
H 5.98 2.11 2.59
H 5.95 3.54 1.55